(1)
C41H41As2N3W | ωB97M-V with the def2-TZVPD basis set

Cartesian coordinates (Å):
W 0.384 -1.129 0.715
As 1.431 1.289 0.033
As -1.785 0.409 0.078
N 3.342 -1.760 0.079
N -0.720 -2.539 -0.585
N 2.072 -1.815 -0.433
C -1.586 -3.478 -2.688
C -0.498 -1.325 -2.744
C 2.368 3.764 3.278
C -3.987 1.117 1.805
C 2.256 2.657 2.454
C -2.638 1.324 1.532
C 0.038 -2.971 2.374
C 4.293 1.499 0.119
C -1.802 -3.394 -4.058
C -2.515 2.989 3.264
C -3.864 2.781 3.547
C -1.182 1.876 -1.084
C 1.392 -2.612 2.443
C 2.176 -2.606 -1.529
C -1.368 -2.281 -4.769
C -4.594 1.853 2.819
C 5.758 0.934 -1.711
C 1.484 2.725 1.292
C 4.657 0.602 -2.498
C 3.375 0.702 -1.979
C -4.654 -1.142 -2.541
C -5.204 -2.186 -1.806
C 0.842 3.913 0.950
C -3.626 -0.372 -2.008
C -1.900 2.262 2.259
C 0.952 5.018 1.785
C -0.598 -0.691 2.960
C 1.754 -1.288 2.756
C 3.480 -3.017 -1.725
C -3.726 -1.683 0.020
C 4.199 -2.438 -0.694
C -0.961 -2.003 2.620
C 5.575 1.381 -0.406
C 1.709 4.943 2.948
C 0.763 -0.330 3.024
C -4.743 -2.456 -0.521
C -0.711 -1.246 -4.114
C 3.201 1.155 -0.673
C -0.941 -2.434 -2.055
C -3.159 -0.649 -0.732
C 0.295 1.863 -1.441
H 4.168 1.913 1.116
H -1.360 0.045 3.184
H 3.614 -0.988 0.674
H -1.457 2.762 -0.505
H -1.802 1.872 -1.980
H 0.455 5.941 1.517
H 2.802 -1.026 2.848
H 2.984 3.718 4.166
H 0.030 -0.545 -2.221
H 6.757 0.864 -2.121
H -0.852 2.448 2.032
H 1.796 5.808 3.593
H -2.007 -2.282 2.603
H 0.263 4.007 0.046
H -1.927 -4.348 -2.136
H 2.826 1.754 2.702
H -4.586 0.426 1.232
H -3.437 -1.845 1.053
H -1.670 -2.582 -0.185
H -0.361 -0.388 -4.673
H 5.255 -2.449 -0.466
H 0.640 2.853 -1.726
H 2.538 0.431 -2.611
H 0.509 1.210 -2.279
H 3.857 -3.642 -2.517
H -5.033 -0.914 -3.528
H -5.645 1.704 3.026
H -6.009 -2.776 -2.225
H -1.951 3.727 3.820
H -5.199 -3.244 0.065
H -2.304 -4.204 -4.569
H 4.797 0.281 -3.522
H 2.158 -3.356 2.256
H 1.030 0.687 3.303
H -3.218 0.433 -2.604
H 1.316 -2.836 -2.140
H -1.531 -2.226 -5.837
H -0.240 -3.995 2.151
H -4.346 3.353 4.329
H -0.319 -3.466 -0.427
H 6.427 1.666 0.197

Values from the calculation:
**Multiplicity**: 3
**E_HOMO (spin up / spin down)**: -0.711 / -0.710 Eh
**Net charge**: +4
**LUMO (spin up / spin down)**: -12.5 / -14.0 eV

=====

(2)
C57H51B2ClN2O22 | ωB97M-V with the def2-TZVPD basis set

Cartesian coordinates (Å):
Cl -0.727 -0.609 -3.221
O 10.826 2.139 -4.552
O -0.352 -6.928 -1.264
O -5.045 5.391 -5.408
O -0.996 2.230 -3.338
O 6.685 1.238 -1.365
O -3.303 -3.953 1.625
O -3.718 1.512 -4.287
O -4.158 10.303 -3.171
O -3.486 -7.387 7.978
O -1.632 -2.952 5.744
O -2.220 -6.453 11.213
O 1.483 1.459 -2.137
O -2.222 2.651 -1.317
O 0.124 1.287 -0.063
O -1.321 4.413 -2.723
O -0.823 6.182 -8.516
O -2.822 -11.418 12.972
O 12.337 7.154 -0.305
O 7.582 5.371 -1.826
O 4.250 -4.527 -2.350
O -6.129 5.954 -0.863
O 1.193 -6.521 2.766
N -5.043 2.128 -2.134
N -2.788 -2.252 -0.669
C -3.463 -4.074 6.704
C -2.529 1.294 -1.840
C -0.051 -4.529 2.921
C 8.681 2.802 -3.850
C -1.189 -5.150 6.455
C -4.075 5.573 -6.121
C -4.267 7.015 -1.836
C 2.894 -5.583 -0.744
C -2.010 -7.963 13.005
C -6.136 1.137 -2.389
C 7.636 1.445 -2.096
C 3.195 -5.078 -2.101
C -2.162 -9.211 13.448
C -3.061 -6.369 7.466
C -1.102 1.027 -2.496
C -5.676 6.953 -1.392
C 8.674 5.780 -1.477
C 1.006 -5.871 -2.870
C 0.705 -6.376 -1.513
C 8.831 0.574 -2.067
C 0.160 -5.931 2.503
C 3.912 0.762 -2.194
C 7.640 2.576 -3.048
C -1.656 -6.265 7.018
C -3.040 0.318 -0.689
C -3.033 -9.909 11.180
C -2.062 -5.945 1.468
C -3.771 8.108 -2.418
C -4.610 9.304 -2.642
C -1.181 -3.884 2.636
C -2.057 -3.970 6.256
C 9.593 6.429 -2.436
C 9.875 1.932 -3.821
C -5.404 3.516 -2.561
C -2.881 -8.660 10.736
C -1.837 4.879 -6.840
C -3.929 -5.189 7.267
C -2.272 -4.543 1.887
C -4.030 6.694 -7.084
C -1.544 3.233 -2.435
C 10.788 6.879 -2.054
C -2.358 -7.593 11.616
C -6.515 8.150 -1.617
C 11.246 6.746 -0.654
C -6.019 9.242 -2.198
C 9.131 5.647 -0.078
C 2.409 0.388 -1.780
C 10.327 6.096 0.305
C 9.871 0.800 -2.870
C -0.931 -6.590 1.754
C -3.609 -1.087 -1.205
C 1.736 -6.185 -0.471
C -2.969 6.892 -7.867
C -1.792 6.000 -7.803
C -2.898 4.680 -6.058
C -2.685 -10.279 12.568
C 2.164 -5.269 -3.144
B 0.202 1.252 -1.500
B -3.794 1.663 -2.842
H 6.759 3.204 -3.055
H -1.913 -9.499 14.462
H -6.619 10.127 -2.371
H 0.134 2.251 0.164
H -4.084 -3.201 6.550
H -3.237 0.663 -4.451
H -3.627 -1.216 -2.337
H -0.967 4.235 -6.807
H -1.034 -7.138 7.172
H 2.040 -0.591 -2.266
H 10.753 0.173 -2.863
H -2.920 7.708 -8.578
H -0.163 -5.057 6.121
H -3.415 -10.703 10.551
H -3.666 6.131 -1.663
H 3.660 -5.435 0.007
H 0.240 -6.019 -3.621
H 4.227 1.766 -1.755
H -5.662 3.606 -3.679
H 4.584 -0.064 -1.760
H 10.678 6.008 1.325
H -5.816 0.324 -3.143
H -3.130 -8.371 9.722
H 4.091 0.799 -3.316
H -2.172 0.075 0.028
H -4.678 -1.220 -0.809
H 8.446 5.168 0.611
H -6.293 0.567 -1.397
H -4.955 -5.282 7.601
H -2.871 -6.412 0.921
H -7.086 1.636 -2.766
H 1.500 -6.559 0.516
H -2.404 -2.731 -1.506
H -7.544 8.088 -1.286
H -2.742 8.170 -2.749
H 11.473 7.358 -2.743
H -3.502 -2.905 -0.296
H 0.759 -4.062 3.468
H 8.700 3.626 -4.553
H 8.812 -0.250 -1.364
H -1.352 -2.857 2.935
H -2.947 3.865 -5.346
H 2.412 0.271 -0.636
H -3.872 0.820 -0.083
H -0.760 -7.617 1.454
H -1.628 -7.169 13.634
H -4.901 7.338 -7.117
H 9.242 6.518 -3.457
H -4.510 4.183 -2.272
H 2.401 -4.894 -4.132
H -6.264 3.858 -1.885

Values from the calculation:
**Structure (SMILES)**: CCOB(O)[C@]1(Cl)OC(=O)O[C@@]1(CCN)B(O)N(C)C.O=C1C=CC(=O)C=C1.O=C1C=CC(=O)C=C1.O=C1C=CC(=O)C=C1.O=C1C=CC(=O)C=C1.O=C1C=CC(=O)C=C1.O=C1C=CC(=O)C=C1.O=C1C=CC(=O)C=C1.O=C1C=CC(=O)C=C1
**E_HOMO**: -0.323 Eh
**Net charge**: 0
**LUMO**: -1.9 eV

=====

(3)
C31H32FIN3O2PtSSi | ωB97M-V with the def2-TZVPD basis set

Cartesian coordinates (Å):
Pt 2.320 -0.470 0.226
I 3.879 -2.478 1.060
S -6.691 -1.761 -0.107
Si -0.515 1.488 -0.167
F 0.731 -1.836 -2.126
O -7.013 0.729 -0.983
O 3.455 -0.884 -1.492
N 4.323 -0.275 -3.474
N 0.856 0.551 -0.753
N 4.184 1.254 -1.752
C 3.094 -1.431 5.701
C -0.092 3.240 0.353
C 3.958 0.017 -2.228
C 1.145 1.648 -2.949
C -3.959 -1.644 -0.156
C -5.043 0.051 1.155
C -8.886 -0.715 -1.386
C -1.288 0.600 1.342
C 3.804 -2.591 5.427
C 2.892 -1.018 3.358
C 4.132 -1.586 -4.075
C 1.070 0.093 1.871
C 1.557 1.499 3.938
C -5.124 -1.057 0.319
C -2.629 -0.005 1.021
C 1.072 0.351 -4.972
C 0.894 -0.707 -2.845
C 4.079 -2.977 4.118
C -2.724 -1.124 0.197
C 3.617 -2.161 3.106
C -0.322 -0.408 1.981
C -1.769 1.584 -1.546
C -3.805 0.572 1.494
C 1.847 1.231 2.507
C -7.514 -0.354 -0.884
C 1.890 0.633 4.905
C 2.625 -0.615 4.672
C 1.002 0.506 -2.158
C 1.175 1.579 -4.334
C 0.930 -0.806 -4.219
C 2.339 -0.173 2.320
H -1.538 2.382 -2.253
H -5.946 0.506 1.537
H -2.758 1.783 -1.126
H 4.838 0.417 -3.992
H -0.377 -1.380 1.489
H 3.390 -2.130 -3.499
H -4.023 -2.500 -0.816
H 1.265 2.488 -4.915
H -9.378 0.180 -1.757
H 5.064 -2.151 -4.095
H 0.822 -1.779 -4.681
H 4.398 2.015 -2.372
H 1.223 2.608 -2.451
H 3.769 1.481 -0.862
H -3.751 1.441 2.139
H 1.085 0.292 -6.052
H 4.159 -3.206 6.242
H 3.763 -1.462 -5.091
H -9.475 -1.165 -0.586
H 2.904 -1.149 6.729
H -1.825 -1.581 -0.202
H -0.999 3.725 0.727
H -1.443 1.407 2.069
H -0.568 -0.568 3.036
H 0.656 3.296 1.143
H 2.239 2.039 1.903
H 4.635 -3.881 3.914
H -8.799 -1.448 -2.189
H 0.265 3.835 -0.490
H -1.836 0.645 -2.099
H 1.086 2.438 4.201
H 1.659 0.875 5.936

Values from the calculation:
**E_HOMO**: -0.378 Eh
**Net charge**: +1
**LUMO**: -3.9 eV

=====

(4)
C20H26N4O3 | ωB97M-V with the def2-TZVPD basis set

Cartesian coordinates (Å):
O 0.194 2.626 0.908
O 0.495 -2.227 0.982
O 4.095 1.290 -1.304
N -3.164 -0.553 -2.301
N -2.219 -1.458 -0.313
N -0.196 0.415 0.594
N -3.261 0.587 -0.307
C -0.565 1.679 0.911
C -3.008 0.742 1.104
C -2.817 2.932 -0.762
C -1.870 -2.540 -0.984
C -2.868 -0.497 -0.995
C -3.785 1.764 -0.956
C 3.281 0.361 -0.735
C 6.325 0.900 -0.377
C 3.588 -0.982 -0.551
C 2.653 -1.824 0.029
C 1.414 -1.357 0.424
C -2.556 3.163 0.725
C -2.804 -1.643 -2.946
C -2.149 -2.702 -2.332
C 1.088 -0.005 0.220
C 0.350 -2.118 2.392
C 5.433 0.960 -1.614
C -2.018 1.879 1.372
C -0.889 -2.899 2.799
C 2.026 0.837 -0.351
H 6.283 1.849 0.152
H 1.803 1.879 -0.502
H -1.821 3.959 0.855
H -3.483 3.462 1.221
H -2.677 -0.211 1.516
H 7.352 0.705 -0.674
H -3.054 -1.661 -4.000
H 5.765 1.770 -2.269
H -1.874 2.705 -1.263
H -1.062 -2.792 3.866
H 5.482 0.020 -2.177
H -1.953 2.034 2.456
H 1.245 -2.527 2.885
H -3.235 3.832 -1.215
H 2.886 -2.867 0.181
H -1.333 -3.285 -0.412
H -3.922 1.534 -2.012
H -1.752 -2.530 2.252
H -0.758 -3.951 2.563
H -1.862 -3.588 -2.872
H 0.255 -1.064 2.687
H -3.958 1.007 1.588
H 4.540 -1.391 -0.847
H 5.997 0.116 0.301
H -4.757 2.009 -0.510
H -0.878 -0.344 0.598

Values from the calculation:
**Structure (SMILES)**: CCOc1ccc(OCC)c(NC(=O)[C@H]2CCCN(c3ncccn3)C2)c1
**E_HOMO**: -0.295 Eh
**Net charge**: 0
**LUMO**: 0.8 eV

=====

(5)
C8H8N2S | ωB97M-V with the def2-TZVPD basis set

Cartesian coordinates (Å):
S 2.248 0.263 0.003
N 3.141 0.994 1.028
N 2.802 0.520 -1.378
C -2.613 0.057 -0.286
C 0.650 -1.802 -0.003
C -2.188 1.383 -0.313
C -0.401 -0.723 0.017
C -0.777 1.661 0.005
C -1.797 -0.998 -0.115
C 0.042 0.577 0.118
C 1.935 -1.510 -0.017
H 3.158 0.808 2.061
H -0.316 2.579 -0.167
H 3.360 1.328 -1.437
H 2.634 -2.233 -0.095
H -3.702 0.034 -0.476
H 0.269 -2.760 0.265
H -2.019 -2.047 -0.107
H -2.880 2.143 -0.464

Values from the calculation:
**Structure (SMILES)**: N=S1(=N)C=Cc2ccccc21
**E_HOMO**: -0.326 Eh
**Net charge**: 0
**LUMO**: 0.0 eV

=====

(6)
C7H11CoI2N2O5S | ωB97M-V with the def2-TZVPD basis set

Cartesian coordinates (Å):
I 2.363 1.184 1.253
I 3.392 -1.877 2.100
Co 1.550 -0.671 2.434
S -0.580 -0.782 3.801
O -0.178 0.019 2.496
O 0.792 -1.514 3.935
O -0.784 0.145 4.890
O -1.655 -1.706 3.529
O -0.490 -1.717 0.437
N -1.294 0.976 -0.504
N 0.468 0.902 -1.799
C 0.233 -2.134 -1.792
C -0.299 0.177 -0.943
C 1.827 0.635 -2.227
C -0.098 2.168 -1.937
C -2.277 0.709 0.532
C -0.214 -1.294 -0.687
C -1.190 2.206 -1.145
H -1.917 -0.099 1.170
H 2.541 0.850 -1.409
H -3.241 0.465 0.075
H -1.893 2.998 -0.970
H 1.325 -2.045 -1.901
H -0.249 -1.866 -2.740
H 0.003 -3.176 -1.546
H 0.334 2.921 -2.581
H 1.928 -0.401 -2.542
H -2.416 1.614 1.135
H 2.019 1.313 -3.067

Values from the calculation:
**Multiplicity**: 5
**E_HOMO (spin up / spin down)**: 0.019 / -0.034 Eh
**Net charge**: -2
**LUMO (spin up / spin down)**: 4.8 / 4.8 eV

=====

Which value of net charge does entry 2 give? 0

=====

What is the formula in the third record? C31H32FIN3O2PtSSi

=====

Which formula does entry 6 have? C7H11CoI2N2O5S

=====

Look up the net charge of the first one. +4